(1)
65
Properties=species:S:1:pos:R:3 method="wB97M-V/def2-TZVPD" homo_lumo_gap_ev="7.05 / 7.22" de_lowest_kj_mol=514.4 e_lumo_ha="-0.0126 / -0.0187" spin_multiplicity=3 e_homo_ev="-7.39 / -7.73"
O 0.955 -0.514 -3.346
C -0.046 0.139 -3.404
C -0.123 1.581 -3.712
C 0.372 2.651 -2.972
H 0.501 2.568 -1.889
C 0.606 3.866 -3.640
H 0.928 4.739 -3.036
C 0.221 3.987 -4.987
H 0.317 4.948 -5.488
C -0.304 2.901 -5.728
H -0.697 3.012 -6.746
C -0.479 1.700 -5.050
H -0.961 0.836 -5.516
H -1.056 -0.294 -3.813
C -2.482 -0.946 -2.015
C -1.708 0.226 -1.542
H -3.183 -0.703 -2.849
H -3.076 -1.483 -1.216
H -1.715 -1.641 -2.443
C -2.321 1.563 -1.446
C -3.738 1.709 -1.241
H -1.839 2.476 -1.901
H -4.200 2.081 -2.156
H -4.018 2.355 -0.427
H -4.192 0.753 -1.060
V -1.724 0.397 0.394
Cl -0.319 2.169 0.700
Cl -3.465 -0.249 1.523
H 4.428 1.103 -2.626
H 4.359 1.743 0.054
C 3.361 1.378 -2.479
C 3.267 1.729 -0.029
N 2.908 0.900 -1.171
H 2.751 0.908 -3.281
C 2.670 -0.436 -1.011
O 2.106 -0.943 -0.039
H 2.821 1.289 0.865
H 3.016 -1.039 -1.902
H 3.249 2.479 -2.504
H 2.870 2.729 -0.222
H -0.528 -5.451 0.729
H 1.541 -5.380 -1.190
C -1.050 -5.028 -0.138
C 0.815 -4.797 -1.792
N -0.149 -4.149 -0.893
H -1.914 -4.450 0.193
C -0.093 -2.830 -0.632
O -0.803 -2.273 0.248
H 1.348 -4.023 -2.381
H 0.610 -2.255 -1.284
H -1.339 -5.842 -0.808
H 0.258 -5.473 -2.467
C 1.430 -0.119 2.862
P -0.329 -0.280 2.519
C -0.737 -1.881 3.248
C -1.006 0.919 3.694
H 1.998 -0.764 2.204
H 1.684 -0.361 3.893
H 1.763 0.891 2.666
H -0.484 -1.933 4.305
H -1.793 -2.088 3.099
H -0.199 -2.656 2.712
H -0.806 0.642 4.724
H -0.598 1.899 3.493
H -2.071 1.050 3.569

***

(2)
9
Properties=species:S:1:pos:R:3 method="wB97M-V/def2-TZVPD" homo_lumo_gap_ev=7.22 total_charge=-1 de_lowest_kj_mol=204.1 smiles="N=[S@@H](=O)OC(=S)[S-]" e_lumo_ha=0.1281 e_homo_ev=-3.74
N -0.884 -0.393 -1.122
S -1.037 0.085 0.303
O -2.131 -0.322 1.174
O 0.415 0.088 1.051
C 1.460 0.159 0.119
S 1.881 1.692 -0.390
S 2.205 -1.239 -0.260
H -0.858 -1.495 -1.068
H -1.050 1.425 0.194

***

(3)
100
Properties=species:S:1:pos:R:3 method="wB97M-V/def2-TZVPD" homo_lumo_gap_ev="8.68 / 5.82" total_charge=+3 de_lowest_kj_mol=58.2 e_lumo_ha="-0.2412 / -0.3753" spin_multiplicity=5 e_homo_ev="-15.24 / -16.03"
Pd -0.370 0.618 -0.095
N 7.532 1.276 3.430
C 6.528 1.091 2.588
C 6.518 1.758 1.326
C 5.484 1.548 0.463
C 4.441 0.678 0.819
C 4.434 0.016 2.054
C 5.455 0.214 2.938
S 3.137 0.352 -0.372
O 3.620 0.887 -1.611
O 2.885 -1.071 -0.258
N 1.812 1.076 0.130
C 1.727 2.445 -0.088
N 0.551 2.795 -0.610
C 0.344 4.094 -0.838
C 1.325 5.031 -0.563
C 2.508 4.556 -0.017
N 2.713 3.265 0.240
H 8.311 1.883 3.200
H 7.570 0.807 4.326
H 7.341 2.413 1.070
H 5.453 2.029 -0.505
H 3.628 -0.668 2.284
H 5.482 -0.293 3.894
H -0.618 4.370 -1.253
H 1.178 6.082 -0.764
H 3.314 5.236 0.234
C -0.876 -3.414 -0.712
C -2.080 -2.624 -1.190
P -2.309 -1.004 -0.352
C -2.344 -1.451 1.391
C -1.250 -1.068 2.164
C -1.150 -1.450 3.494
C -2.162 -2.217 4.057
C -3.255 -2.607 3.295
C -3.349 -2.232 1.964
C -3.923 -0.460 -0.909
C -4.900 -0.030 -0.010
C -6.142 0.365 -0.479
C -6.414 0.337 -1.840
C -5.442 -0.081 -2.740
C -4.199 -0.479 -2.279
P 0.734 -2.582 -0.965
C 1.957 -3.763 -0.494
C 1.829 -4.428 0.735
C 2.740 -5.406 1.080
C 3.781 -5.721 0.210
C 3.926 -5.044 -0.996
C 3.033 -4.049 -1.344
C 0.806 -2.107 -2.689
C 0.554 -3.090 -3.654
C 0.541 -2.747 -4.995
C 0.765 -1.430 -5.379
C 1.011 -0.454 -4.425
C 1.035 -0.789 -3.079
H -0.783 -4.345 -1.282
H -0.972 -3.694 0.338
H -2.991 -3.186 -0.967
H -2.047 -2.470 -2.269
H -0.448 -0.458 1.733
H -0.293 -1.155 4.086
H -2.098 -2.516 5.095
H -4.036 -3.209 3.740
H -4.205 -2.545 1.378
H -4.696 -0.009 1.054
H -6.904 0.685 0.220
H -7.390 0.636 -2.201
H -5.656 -0.102 -3.800
H -3.449 -0.798 -2.995
H 1.017 -4.191 1.413
H 2.640 -5.936 2.018
H 4.485 -6.498 0.475
H 4.740 -5.295 -1.663
H 3.157 -3.501 -2.269
H 0.390 -4.123 -3.368
H 0.368 -3.510 -5.742
H 0.760 -1.169 -6.429
H 1.209 0.566 -4.726
H 1.273 -0.025 -2.350
O -0.059 2.255 2.406
C -0.781 3.488 2.525
C -2.246 3.263 2.844
C -2.908 2.267 1.885
C -2.881 2.679 0.436
C -3.615 3.789 0.016
C -3.677 4.117 -1.323
C -2.995 3.325 -2.242
C -2.272 2.256 -1.766
N -2.210 1.941 -0.462
H 0.017 1.871 3.284
H -0.676 3.981 1.559
H -0.311 4.129 3.274
H -2.760 4.227 2.820
H -2.355 2.888 3.865
H -3.955 2.143 2.172
H -2.431 1.296 1.986
H -4.161 4.366 0.752
H -4.258 4.968 -1.653
H -3.026 3.530 -3.303
H -1.728 1.606 -2.442